{"formula": "C48H106N6O12", "method": "the ωB97M-V functional and the def2-TZVPD basis", "max_force_ev_per_a": 6.78, "relative_energy_kj_mol": 0.00, "total_energy_ha": -3122.3811, "gap_ev": 7.404, "charge": 4, "e_homo_ha": -0.5446, "symbols": ["C", "C", "C", "O", "C", "C", "C", "O", "O", "O", "H", "H", "C", "O", "C", "C", "N", "H", "H", "C", "C", "O", "C", "H", "H", "H", "H", "H", "H", "H", "H", "H", "H", "H", "H", "H", "H", "C", "O", "C", "C", "N", "H", "H", "C", "C", "O", "C", "H", "H", "H", "H", "H", "H", "H", "H", "H", "H", "H", "H", "H", "H", "C", "O", "C", "C", "N", "H", "H", "C", "C", "O", "C", "H", "H", "H", "H", "H", "H", "H", "H", "H", "H", "H", "H", "H", "H", "C", "O", "C", "C", "N", "H", "H", "C", "C", "O", "C", "H", "H", "H", "H", "H", "H", "H", "H", "H", "H", "H", "H", "H", "H", "C", "C", "C", "N", "C", "C", "C", "C", "C", "C", "H", "H", "H", "H", "H", "H", "H", "H", "H", "H", "H", "H", "H", "H", "H", "H", "H", "H", "H", "H", "C", "C", "C", "N", "C", "C", "C", "C", "C", "C", "H", "H", "H", "H", "H", "H", "H", "H", "H", "H", "H", "H", "H", "H", "H", "H", "H", "H", "H", "H"], "coordinates": [[-1.86253, -1.72856, 1.30623], [-2.14143, -1.52278, -0.02629], [-1.20238, -0.73586, -0.93212], [-1.38945, -0.44543, -2.16010], [-0.06476, -0.17031, -0.48489], [0.33194, -0.38299, 0.94753], [-0.62229, -1.24194, 1.84530], [-0.28884, -1.41182, 3.03120], [1.39321, 0.00222, 1.43956], [-3.25281, -2.04071, -0.41083], [-2.47464, -2.37850, 1.91393], [0.55106, 0.47143, -1.09753], [4.80891, -2.74695, 3.01853], [4.15613, -1.65221, 3.70015], [2.94270, -2.05665, 4.28308], [2.13307, -0.88037, 5.00441], [2.11103, 0.32475, 4.07248], [3.06469, 0.65394, 4.02477], [1.82424, 0.11408, 3.12725], [1.29488, 1.41566, 4.69240], [1.52486, 2.74007, 3.93280], [2.82844, 3.16260, 3.91268], [3.16699, 4.46759, 3.42627], [4.23662, -3.14527, 2.18073], [5.15504, -3.54622, 3.67387], [5.73889, -2.30748, 2.65785], [2.96322, -2.74390, 5.12887], [2.33942, -2.43654, 3.45856], [2.65502, -0.45962, 5.86384], [1.11357, -1.20440, 5.21351], [1.53327, 1.55894, 5.74632], [0.25420, 1.11704, 4.56622], [0.94276, 3.48382, 4.47696], [1.08800, 2.72725, 2.93426], [3.37354, 4.51758, 2.35719], [4.08314, 4.73966, 3.95042], [2.40299, 5.12948, 3.83410], [-1.73732, 3.05668, -0.43618], [-0.81556, 3.74659, 0.39026], [0.51728, 3.88153, -0.17834], [0.41564, 5.09622, -1.09202], [-0.40461, 6.25575, -0.38517], [-1.38982, 6.10934, -0.55261], [-0.29697, 6.09934, 0.60682], [-0.01678, 7.76389, -0.68867], [-0.54442, 8.25471, -2.08627], [0.08457, 7.50997, -3.14686], [-0.62351, 7.26234, -4.33429], [-2.42277, 2.40785, 0.10906], [-1.26123, 2.40265, -1.16671], [-2.37979, 3.76741, -0.95599], [0.87025, 2.92999, -0.57592], [1.27414, 4.21312, 0.53252], [-0.15492, 4.92839, -2.00548], [1.33259, 5.47597, -1.54269], [1.05938, 7.85894, -0.54391], [-0.53396, 8.33444, 0.08275], [-0.33331, 9.32375, -2.11260], [-1.62818, 8.17256, -2.16873], [-1.43345, 6.60163, -4.02514], [-0.06609, 6.65299, -5.04568], [-1.13923, 8.05337, -4.87872], [-3.58196, 4.28918, -4.49703], [-3.65467, 3.12716, -3.76878], [-4.30806, 2.00767, -4.43135], [-4.68864, 0.93106, -3.44302], [-5.49670, 1.45835, -2.29963], [-5.40042, 2.45809, -2.19304], [-6.48032, 1.42017, -2.52578], [-5.28594, 0.70560, -0.94297], [-6.02927, 1.43762, 0.18491], [-5.23825, 2.63232, 0.36876], [-5.93389, 3.64007, 0.99030], [-2.83479, 4.22708, -5.28822], [-3.18863, 5.03400, -3.80520], [-4.53690, 4.72215, -4.79490], [-3.70897, 1.51689, -5.19837], [-5.22652, 2.31930, -4.92878], [-3.77831, 0.52492, -3.00207], [-5.37987, 0.17690, -3.81924], [-4.24587, 0.63527, -0.62454], [-5.71437, -0.29566, -0.98801], [-5.96116, 0.90546, 1.13373], [-7.03562, 1.63881, -0.18236], [-5.27726, 4.44816, 1.31268], [-6.57865, 3.34657, 1.81869], [-6.71733, 3.88544, 0.27329], [-5.30465, -1.43780, 3.75531], [-4.57249, -2.14140, 4.70392], [-3.41996, -1.39131, 5.21438], [-2.31863, -2.28878, 5.83307], [-1.72832, -3.06407, 4.68696], [-2.49948, -3.52718, 4.22768], [-1.30191, -2.42462, 4.03169], [-0.73692, -4.17204, 5.15821], [-0.08476, -4.86135, 3.87098], [0.21777, -6.16671, 4.21056], [0.51828, -6.98083, 3.06103], [-5.47584, -0.40566, 4.06108], [-6.29446, -1.87680, 3.63012], [-4.73202, -1.47219, 2.82849], [-3.78711, -0.63499, 5.90812], [-2.98080, -0.85850, 4.37096], [-2.79652, -2.98737, 6.51986], [-1.47815, -1.67217, 6.15163], [-1.43989, -4.82836, 5.67122], [0.00612, -3.79790, 5.86249], [0.83121, -4.39197, 3.51211], [-0.79669, -4.91100, 3.04709], [-0.39715, -7.13124, 2.48878], [0.85255, -7.98598, 3.31801], [1.26071, -6.53673, 2.39797], [0.74618, -4.27686, 0.07602], [0.79035, -4.77765, -1.39229], [-0.43898, -4.27382, -2.24532], [-0.25630, -4.68186, -3.76456], [0.81545, -3.76214, -4.47540], [0.28362, -2.31983, -4.76020], [-1.02667, -2.45812, -5.48541], [-2.08688, -3.23776, -4.65519], [-1.63739, -4.71403, -4.42033], [0.18057, -6.14309, -3.95919], [1.03093, -3.22515, 0.10608], [1.55338, -4.77146, 0.61631], [-0.26392, -4.36586, 0.47587], [0.77393, -5.86650, -1.43961], [1.77391, -4.62784, -1.83756], [-0.51045, -3.19413, -2.37675], [-1.31057, -4.74151, -1.78739], [1.69385, -3.74074, -3.83038], [1.02710, -4.30223, -5.39822], [0.15836, -1.64762, -3.91135], [1.03245, -1.87124, -5.41298], [-1.36314, -1.45098, -5.73148], [-0.89326, -2.88305, -6.48027], [-2.21115, -2.73741, -3.69482], [-3.05443, -3.28075, -5.15529], [-2.38806, -5.27793, -3.86660], [-1.52574, -5.27453, -5.34848], [-0.50703, -6.81131, -3.44075], [1.21916, -6.22333, -3.63828], [0.15270, -6.38284, -5.02214], [5.57564, 2.90826, 1.63227], [4.62799, 2.02871, 0.89014], [5.22655, 1.47978, -0.44883], [4.40896, 0.35849, -1.14234], [5.24750, -0.06810, -2.33721], [4.63593, -1.29550, -2.93753], [4.55456, -2.46098, -1.93852], [3.70023, -2.03568, -0.74568], [4.24267, -0.76153, -0.12471], [3.07204, 0.99487, -1.65878], [6.57756, 2.50298, 1.49083], [5.23042, 2.92580, 2.66601], [5.51347, 3.91561, 1.22059], [3.67149, 2.52588, 0.72881], [4.44747, 1.20832, 1.58474], [6.16626, 0.93915, -0.33584], [5.24857, 2.39407, -1.04187], [6.25858, -0.25732, -1.97665], [5.27858, 0.73449, -3.07408], [5.39431, -1.71535, -3.59836], [3.73097, -1.04086, -3.48917], [5.54997, -2.79843, -1.64974], [4.16701, -3.31244, -2.49792], [3.59028, -2.81797, 0.00534], [2.65984, -1.91017, -1.04557], [5.18803, -0.92705, 0.39199], [3.52499, -0.39702, 0.61025], [2.52029, 1.31486, -0.77488], [2.55002, 0.20846, -2.20390], [3.33932, 1.88823, -2.22321]], "mulliken_charge": [-1.2268, -0.0008, 0.3494, -1.0561, 0.5550, -0.5362, 0.4494, -0.7455, -1.0481, -0.9155, 0.6830, 0.5360, -0.5927, -0.3935, -0.0171, -0.5548, 1.3386, 0.5065, -0.8217, -0.5773, -0.3023, -0.3741, -0.7619, 0.1031, 0.3920, 0.2785, 0.5613, -0.1447, 0.6526, -0.0530, 0.5905, 0.1399, 0.6754, -0.1012, 0.1636, 0.2725, 0.4357, -0.5013, -0.4201, 0.5300, -0.6805, -0.1573, 0.4002, 0.3771, -0.7148, -0.5052, -0.3372, -0.3109, 0.0787, 0.2833, 0.2000, -0.2579, 0.0807, 0.2469, 0.6004, 0.3895, 0.3920, 0.4000, 0.4013, -0.1278, 0.3070, 0.3856, -0.6890, -0.1984, -0.7956, -0.2263, -0.1634, 0.4814, 0.4610, -0.0298, -0.7233, -0.1522, -0.8789, 0.3493, -0.0530, 0.4147, 0.4693, 0.4690, -0.0816, 0.3853, -0.3195, 0.4096, 0.3596, 0.4420, 0.2125, 0.3380, 0.3623, -0.6165, -0.4300, -0.4433, -0.5163, 0.5824, 0.6022, -0.2923, -0.7535, 0.2381, -0.4672, -0.6611, 0.3409, 0.4031, 0.1348, 0.5831, 0.1572, 0.4667, 0.3356, 0.4714, 0.3539, -0.0054, 0.2365, 0.3134, 0.3507, 0.1783, -0.3930, -0.8901, 0.1310, 0.2135, -0.5352, 0.2169, -1.2318, -0.1376, -0.7372, -1.1919, -0.6050, 0.3940, 0.5268, 0.4856, 0.3632, -0.5835, 0.4880, 0.1573, 0.4837, -0.2335, 0.5603, 0.4576, 0.3965, 0.0503, 0.4523, 0.4052, 0.4360, 0.3908, 0.4183, 0.5357, -1.5290, 1.4290, -1.1864, 0.4085, -0.6233, -0.5753, -1.1776, 0.3822, 0.3336, -0.4500, 0.4647, 0.2752, 0.3804, -0.2399, -0.2932, 0.4721, 0.3250, 0.5108, 0.4316, 0.4277, 0.2607, 0.3961, 0.4176, 0.2050, -0.4072, 0.5023, -0.7291, -0.1776, 0.4684, 0.3477]}